(1)
C7H5Br2O4S as an isolated structure, computed with ωB97M-V/def2-TZVPD.

Geometry as XYZ:
```
19
Properties=species:S:1:pos:R:3:forces:R:3
C -0.696255 -0.708513 0.069709 0.06 -1.11 0.69
C 0.519172 -0.909983 -0.423694 -0.80 -0.89 -2.21
C -0.996253 0.462635 0.851027 -1.97 0.66 1.50
C 1.386627 0.290670 -0.676185 0.96 0.75 -1.99
C -0.334105 1.633164 0.655224 -0.43 -0.46 0.10
C 0.681258 1.630118 -0.364667 1.64 -0.35 -1.69
C 2.725765 0.125579 0.027870 -0.36 -1.22 0.40
O 4.719404 -1.582620 0.021218 -0.36 0.37 -0.29
O 3.145696 -1.653457 -1.844713 -0.33 0.57 -2.35
O 2.545091 -2.595162 0.262439 -0.20 0.86 0.18
O 1.034784 2.625980 -0.990760 -0.54 -0.51 0.80
S 3.338434 -1.585739 -0.440929 1.97 -1.78 2.49
Br 4.056978 1.403374 -0.412554 0.12 0.41 -0.20
Br 2.442567 0.078747 1.943209 0.14 0.19 0.52
H -1.379799 -1.564644 0.088182 0.13 0.44 0.24
H 0.697050 -1.939738 -0.843882 0.41 1.62 0.39
H -1.847268 0.206217 1.627920 1.71 1.38 -1.45
H 1.758533 0.406888 -1.797650 -1.18 -0.62 2.01
H -0.363344 2.650791 1.025131 -0.94 -0.31 0.86
```
Forces are in eV/Å.

Properties
HOMO energy   -5.56 eV
Net charge   -1
Frontier orbital gap   8.2 eV
Calculated total energy   -166450.4798 eV

---

(2)
A 5-piece molecular cluster, C41H63F5N3O2P2 overall, computed with ωB97M-V/def2-TZVPD.

Geometry as XYZ:
```
116
Properties=species:S:1:pos:R:3:forces:R:3
C 4.666228 -3.358385 0.322756 0.14 -0.12 0.43
O 3.742694 -2.750611 -0.576068 1.28 0.11 -0.18
C 4.182397 -1.440111 -0.995459 -1.51 0.19 0.93
C 3.844261 -0.461905 0.170302 0.88 -0.06 0.17
C 4.147966 1.041324 -0.116348 0.61 -0.60 -0.47
C 3.725667 1.562790 -1.522659 -0.43 1.58 0.47
C 2.283386 2.194948 -1.567662 -0.01 -0.99 -0.94
C 1.338780 1.065554 -2.131287 0.65 0.81 -0.30
C -0.121163 1.518988 -2.412344 0.14 0.43 0.57
C -1.268741 1.060469 -1.436777 0.12 1.27 -0.78
P -1.551428 -0.846603 -1.343498 1.40 1.31 -1.38
C -2.424354 -0.751750 -3.054344 -0.77 0.41 -1.36
C -3.751393 0.019354 -3.270531 -0.46 0.39 -0.52
O -4.918947 -0.813253 -3.508918 0.32 0.03 -0.27
C -0.394064 -1.098976 0.183638 -0.18 -0.67 1.14
C -0.201571 -0.126581 1.364819 2.17 0.10 1.79
N -1.301709 0.650237 1.950420 -1.04 -0.11 -0.45
N 0.388934 -0.956687 2.491767 0.28 0.38 -1.16
N 0.906859 0.838097 1.087625 -0.61 -0.32 -0.40
C -3.175973 -0.723844 -0.308796 -1.41 -1.13 0.83
C -3.341678 -1.569798 0.983053 -0.88 0.15 0.82
F -3.555903 0.614664 0.027559 0.52 -0.30 -0.13
P -1.698954 -3.114762 -1.432357 0.07 -2.17 2.22
C -0.432863 -3.824336 -2.612666 0.15 1.07 -0.57
C -3.420861 -3.784164 -1.713830 -0.30 -0.71 -1.14
H 4.338171 -3.254165 1.383148 0.07 -0.04 -0.61
H 4.726014 -4.436618 0.084496 -0.07 0.45 0.10
H 5.700132 -2.929660 0.267375 -0.84 -0.26 -0.18
H 5.257185 -1.455597 -1.253173 -0.44 0.09 -0.07
H 3.527609 -1.191673 -1.853887 0.64 -0.23 0.25
H 4.502146 -0.755880 1.023938 -0.46 0.15 -0.39
H 2.812055 -0.680724 0.496275 0.36 0.35 -0.38
H 3.757121 1.687606 0.696216 -0.03 -0.34 -0.54
H 5.257834 1.154991 -0.059157 -0.59 -0.13 0.01
H 4.444544 2.362198 -1.816097 -0.29 -0.48 0.20
H 3.767660 0.808803 -2.327865 0.18 0.17 0.55
H 2.255095 3.070979 -2.258230 0.09 -0.54 0.30
H 1.947351 2.568109 -0.589741 0.30 -0.38 -0.24
H 1.478977 0.193860 -1.472965 -0.55 0.29 -0.21
H 1.801392 0.790732 -3.110776 -0.31 0.04 0.59
H -0.113475 2.640151 -2.340962 0.03 -0.62 -0.17
H -0.339571 1.330071 -3.483819 -0.18 -0.21 0.68
H -1.109263 1.580189 -0.473517 -0.01 -0.52 -0.15
H -2.152147 1.609281 -1.850129 0.29 -0.64 0.39
H -0.326692 -1.024749 -2.146373 -0.10 -0.23 -0.10
H -2.557648 -1.762277 -3.511394 -0.13 0.51 0.50
H -1.695558 -0.293906 -3.767621 -0.28 -0.09 0.75
H -4.047733 0.738578 -2.478872 0.60 -0.40 -0.12
H -3.683304 0.633280 -4.199278 -0.01 -0.39 0.52
H -5.329593 -1.027216 -2.672127 0.05 -0.04 0.26
H 0.639669 -1.325849 -0.166505 -0.69 0.46 -0.05
H -0.666002 -2.090858 0.616730 -0.11 0.77 -0.15
H -1.731889 0.141820 2.715234 -0.16 -0.14 -0.32
H -1.012609 1.528408 2.361246 0.43 -0.06 -0.25
H 0.432986 -0.306384 3.267788 -0.16 -0.46 0.37
H -0.213376 -1.747583 2.686216 -0.03 0.14 0.20
H 1.594209 0.796952 1.830209 -0.15 0.16 0.02
H 0.548418 1.776851 0.974924 0.13 -0.01 0.07
H -4.072477 -1.092621 -0.866153 0.79 0.32 -0.32
H -3.672274 -2.614876 0.812400 0.45 0.57 -0.35
H -4.207615 -1.113568 1.529732 0.56 -0.18 -0.32
H -2.525668 -1.612556 1.715604 -0.01 0.14 -0.53
H -0.565372 -4.891802 -2.860390 -0.23 0.53 0.03
H 0.552067 -3.733475 -2.104794 -0.68 -0.05 -0.14
H -0.352299 -3.167792 -3.513696 -0.03 -0.75 0.20
H -3.357811 -4.594335 -2.482986 -0.09 0.51 0.43
H -3.829689 -4.276005 -0.808636 0.36 0.40 -0.34
H -4.182544 -3.071473 -2.091524 0.46 -0.16 0.08
F 7.592723 -1.651188 -0.332555 0.06 0.05 0.08
C 8.532925 -1.761420 -1.285234 0.35 -0.03 -0.38
C 8.418848 -1.003900 -2.437050 -0.18 0.15 -0.02
C 9.393436 -1.114758 -3.419866 0.10 -0.19 0.19
C 10.462289 -1.986761 -3.244353 0.03 0.01 -0.05
C 10.560425 -2.744637 -2.083563 -0.14 0.18 -0.10
C 9.593139 -2.628871 -1.093853 0.00 -0.11 0.18
H 7.574804 -0.336509 -2.558607 0.00 -0.02 0.05
H 9.319257 -0.522142 -4.322492 -0.04 -0.01 0.03
H 11.219055 -2.074797 -4.014142 -0.02 0.00 0.03
H 11.390452 -3.426465 -1.949021 -0.03 0.02 0.03
H 9.656755 -3.204714 -0.179428 -0.05 0.02 -0.01
F -0.747686 -1.022636 5.287773 0.05 0.07 0.09
C -1.822808 -1.703074 5.717273 -0.44 -0.29 0.16
C -1.876984 -3.071758 5.524562 0.19 -0.10 -0.10
C -2.987481 -3.775250 5.971608 -0.08 0.26 0.08
C -4.032321 -3.102366 6.595309 -0.02 -0.05 0.02
C -3.965366 -1.726254 6.777266 0.14 -0.19 -0.08
C -2.851848 -1.020696 6.340708 0.03 0.21 0.02
H -1.057188 -3.576365 5.028954 0.00 0.05 0.00
H -3.038802 -4.847387 5.832714 0.02 0.03 -0.04
H -4.899635 -3.652436 6.939040 0.02 0.02 -0.02
H -4.781030 -1.202041 7.258656 0.04 0.01 -0.01
H -2.778197 0.050284 6.480331 0.02 -0.02 -0.05
F -9.423934 0.052246 -0.945240 -0.08 -0.05 -0.02
C -8.560692 0.993233 -0.512395 0.40 0.36 0.17
C -7.216352 0.683179 -0.405222 -0.04 -0.13 -0.06
C -6.326764 1.654470 0.036484 -0.14 0.21 0.07
C -6.796368 2.920112 0.374871 -0.10 -0.01 -0.01
C -8.150283 3.216103 0.266693 0.19 -0.16 -0.03
C -9.039520 2.248917 -0.184885 -0.24 -0.01 -0.03
H -6.872708 -0.310417 -0.665747 -0.02 0.01 0.00
H -5.271070 1.424537 0.116998 -0.21 -0.02 -0.03
H -6.103069 3.675921 0.723178 -0.01 -0.03 -0.02
H -8.514584 4.200562 0.534086 -0.03 -0.03 -0.03
H -10.096407 2.462980 -0.283911 0.01 -0.05 0.00
F 1.863077 3.783086 1.619524 0.05 -0.03 0.08
C 1.275234 4.887375 1.127033 -0.27 0.51 -0.25
C 1.584161 6.118191 1.678670 0.16 -0.01 0.15
C 0.981103 7.260602 1.168811 -0.13 -0.17 -0.15
C 0.070669 7.158140 0.123022 0.00 0.06 0.00
C -0.233408 5.914178 -0.417616 0.15 0.11 0.18
C 0.375547 4.770836 0.081644 -0.06 -0.25 -0.01
H 2.289485 6.176509 2.498089 0.00 -0.04 -0.03
H 1.220251 8.230119 1.587232 0.01 -0.04 0.02
H -0.402077 8.049832 -0.270365 0.01 -0.03 0.01
H -0.945455 5.833663 -1.228929 0.03 -0.06 0.01
H 0.154765 3.795881 -0.335278 -0.03 0.01 0.01
```
Forces are in eV/Å.

Properties
HOMO energy   -2.81 eV
Net charge   -1
Frontier orbital gap   5.1 eV
Calculated total energy   -84264.6309 eV

---

(3)
A 2-piece molecular cluster, C9H8N5O7 overall, computed with ωB97M-V/def2-TZVPD.

Geometry as XYZ:
```
29
Properties=species:S:1:pos:R:3:forces:R:3
C -1.084680 -1.348789 1.409510 -0.56 -0.70 0.04
C -0.545322 -0.017630 1.716651 1.42 0.47 -0.20
C -1.256863 1.243828 1.447357 -0.59 0.65 0.03
N 0.834797 0.082997 1.578596 -0.47 0.18 0.39
O 1.343599 1.232187 1.675924 0.23 -0.61 -0.06
O 1.510765 -0.956017 1.399791 0.04 0.61 0.03
H -2.181073 -1.317875 1.402118 0.14 -0.02 0.05
H -0.747367 -1.727806 0.427842 -0.02 0.08 0.29
H -0.754646 -2.065228 2.172987 -0.09 -0.09 -0.29
H -2.333601 1.058388 1.362308 0.12 0.05 0.03
H -1.099660 1.953903 2.268486 -0.13 0.15 -0.41
H -0.901773 1.724581 0.520089 -0.11 -0.05 0.21
O 0.554756 4.344078 7.208206 0.67 -1.77 -0.80
N 1.209057 3.353835 6.833781 1.17 0.76 0.77
O 2.421064 3.198697 7.107452 -1.75 0.27 -0.35
C 0.590338 2.309685 6.042315 -0.35 -0.49 -0.48
C 1.339835 1.219057 5.609722 -0.52 0.58 0.08
C 0.733514 0.193253 4.842532 -1.14 0.62 -0.35
N 1.455996 -1.040134 4.623958 0.96 -1.87 -0.63
O 2.635126 -1.119960 5.022361 -1.74 0.29 -0.43
O 0.865088 -1.988839 4.061915 0.80 1.88 1.18
C -0.582092 0.302350 4.338613 0.30 -1.95 -0.31
C -1.385165 1.348233 4.852632 -2.13 1.16 -0.02
N -2.741085 1.539958 4.755951 2.50 0.99 1.57
O -2.968195 2.631851 5.627058 1.37 -1.04 -1.08
N -1.808224 3.134097 6.191511 0.44 -1.73 -1.34
C -0.827673 2.338668 5.703915 -0.72 1.51 1.41
H 2.391469 1.140218 5.871317 -0.29 0.00 0.01
H -1.088383 -0.505756 3.811553 0.46 0.05 0.68
```
Forces are in eV/Å.

Properties
HOMO energy   -4.00 eV
Net charge   -1
Frontier orbital gap   4.8 eV
Calculated total energy   -31235.3683 eV

---

(4)
One molecule with the formula CH2N2O3Si, computed with ωB97M-V/def2-TZVPD.

Geometry as XYZ:
```
9
Properties=species:S:1:pos:R:3:forces:R:3
C 0.575437 -1.780728 1.279932 0.83 -2.01 1.81
N 1.312447 -2.406773 1.930645 -1.24 1.02 -1.08
N 0.406003 -1.230956 -1.403948 1.92 0.69 0.61
O -0.225962 -1.974643 -2.113794 -0.37 -0.34 -0.60
O 1.608555 -0.921289 -1.556252 -2.63 -0.48 0.17
O 0.769383 0.887441 0.663326 -1.89 -2.61 -2.15
Si -0.459816 -0.766704 0.225726 6.14 4.63 -0.08
H 1.442528 1.043621 -0.081809 -1.62 -0.76 1.36
H -1.829332 -0.477188 0.350233 -1.14 -0.13 -0.05
```
Forces are in eV/Å.

Properties
Energy relative to the best compared isomer or geometry (same formula, charge and spin)   63.8 kcal/mol
HOMO energy   -11.04 eV
SMILES   N#C[Si@@H](O)[N+](=O)[O-]
Frontier orbital gap   9.7 eV
Calculated total energy   -18065.5541 eV